# 1
Formula: C18H36N
Source: OMol25
Level of theory: ωB97M-V with the def2-TZVPD basis set

Each line ends with the natural charge from an NBO analysis.
Cartesian coordinates (Å):
N -1.9361 -3.1084 -3.7293  -0.221
C -1.8595 -0.1517 -1.3764  -0.322
C 0.5916 2.3586 1.4960  -0.374
C 0.9714 0.8950 1.1470  -0.413
C -2.5655 -3.2351 -5.0060  -0.459
C 0.8656 2.4506 3.8011  -0.400
C 0.7218 -3.2195 -3.6104  -0.160
C 1.4484 4.5159 5.2594  -0.369
C -1.1975 0.3995 -0.1655  -0.386
C -1.5919 -1.4444 -1.9691  -0.481
C 1.9281 5.0885 6.6897  -0.583
C 1.4370 3.1751 5.0404  -0.346
C -0.4282 -3.0051 -4.5229  -0.223
C 1.5582 -3.3053 -2.8511  0.138
C -2.2540 -1.8642 -3.0851  -0.148
C -1.7990 -4.1600 -3.0381  -0.453
C 2.6616 -3.4099 -1.7978  -0.638
C 1.5884 3.1346 2.3770  -0.397
C 0.3475 0.3684 -0.0064  -0.341
H -0.4621 2.5024 1.7570  0.208
H -2.5905 -2.5807 -5.7204  0.242
H -1.4957 0.6970 -2.3080  0.152
H 2.7223 -2.4525 -1.2807  0.246
H 1.8414 0.9103 1.1107  0.187
H -0.3979 -2.0155 -4.9256  0.241
H 0.7311 2.8849 0.4738  0.180
H -1.4732 -5.2283 -3.4441  0.280
H 1.6552 5.1262 4.4382  0.207
H 3.1763 4.9711 6.4454  0.192
H -3.7035 -3.3035 -4.7346  0.217
H 0.6644 1.1926 -0.9901  0.156
H 2.8456 2.8491 4.9167  0.084
H 0.4766 0.4419 2.0234  0.206
H 0.1134 4.7929 5.3873  0.123
H 2.5587 -4.1850 -1.2921  0.222
H -1.7925 1.2250 0.1305  0.234
H 3.4816 -3.6858 -2.3812  0.250
H 1.5763 4.4918 7.4509  0.209
H -1.0556 -4.0528 -2.2074  0.263
H 0.9189 1.2346 4.0717  0.222
H 1.2678 4.1051 2.5338  0.217
H -1.6791 -0.4840 0.5308  0.169
H 2.5264 2.7790 2.5731  0.226
H -2.5975 -4.1213 -5.6406  0.272
H -3.2033 -1.9356 -3.0091  0.203
H 1.7819 6.2666 6.6516  0.232
H -2.9057 -4.3019 -2.5727  0.219
H -1.4935 -2.2386 -1.2817  0.225
H -2.8825 -0.0460 -1.2297  0.209
H 0.6358 -0.6055 -0.5345  0.204
H 1.2796 2.5916 5.9823  0.217
H -0.3852 -3.6563 -5.3140  0.239
H -0.4202 -1.4285 -2.1038  0.228
H -0.1492 2.8102 3.8394  0.189
H -2.0537 -1.0329 -3.9988  0.208

Cartesian forces, eV/Å:
6.751 5.523 -9.437
1.611 4.811 -4.240
1.647 2.076 -5.095
-14.153 1.381 4.618
-7.746 -4.765 2.505
1.705 0.327 1.941
-7.702 1.091 -6.471
-6.167 5.794 3.818
-0.562 -4.815 3.148
7.801 -0.620 3.758
4.665 2.492 -6.300
5.746 -7.769 0.013
1.920 1.908 3.593
7.359 -0.959 7.371
3.149 3.408 -7.399
-1.991 -10.648 8.215
-1.574 6.658 -5.989
-6.006 -5.005 3.723
-1.994 1.285 -8.224
0.436 -0.048 0.197
1.052 5.163 -3.072
-1.456 -2.163 2.094
0.386 -0.388 0.104
14.230 -0.668 -0.185
-0.171 0.756 -0.065
-0.764 -0.590 0.886
-0.886 2.673 -0.180
0.913 1.077 -1.071
-3.171 0.211 1.655
1.397 0.386 -0.383
-0.596 -2.100 2.386
-3.352 0.764 0.415
1.169 -0.925 0.004
3.123 -0.607 -0.586
-1.603 -6.576 5.302
0.229 1.285 0.307
2.021 0.434 -0.847
-0.645 -0.808 1.901
-0.909 0.188 -0.518
0.002 3.373 -1.382
0.285 2.133 -0.237
1.435 1.945 -0.244
2.746 -0.244 -0.612
1.470 -0.969 1.111
-6.987 -0.002 0.917
-0.069 -2.768 0.706
2.384 -0.425 -0.353
-0.953 -1.014 1.767
-2.043 0.579 0.100
0.276 1.009 1.597
-0.304 0.429 -0.731
-0.540 -1.993 -1.563
-1.878 0.090 -0.743
-0.842 -0.426 -0.559
-0.843 -1.951 2.331

Values from the calculation:
Total energy (a.u.): -761.32929
LUMO (eV): -2.541
Maximum force (eV/A): 15.0
Energy relative to the best compared isomer or geometry (same formula, charge and spin) (eV): 16.165
HOMO energy (eV): -10.63
Gap between HOMO and LUMO (eV): 8.09
Charge: +1


# 2
Formula: C18H36N2O3S3
Source: OMol25
Level of theory: ωB97M-V with the def2-TZVPD basis set

Each line ends with the natural charge from an NBO analysis.
Cartesian coordinates (Å):
S -7.6527 1.4830 -1.5278  -0.029
S 3.3379 0.6778 2.7219  1.267
S 3.5488 -5.5988 -0.2638  1.247
O 1.7592 -1.1422 0.3484  -0.555
O 2.3069 -5.7405 0.5432  -0.984
O 4.7217 0.6862 2.1756  -0.982
N -5.6274 -0.7213 1.1744  -0.303
N -4.6530 2.3376 -3.6354  -0.293
C 4.7824 -4.8051 0.7813  -0.833
C -5.3285 1.9017 -2.8499  0.266
C -5.4823 -0.1872 -1.3722  -0.523
C -1.3742 2.7214 -0.3524  -0.402
C -3.8070 2.0029 0.1190  -0.418
C -0.4823 3.3707 -1.4710  -0.394
C 3.3185 -0.4525 4.1235  -0.830
C 1.3297 1.7069 -2.2155  -0.404
C -5.2923 2.2116 -0.2920  -0.411
C 3.1364 2.1817 3.6957  -0.834
C 1.0401 3.0078 -1.3801  -0.406
C -5.7793 1.3493 -1.5013  -0.186
C 2.0748 0.5936 -1.4064  -0.425
C 4.3507 -7.2114 -0.3050  -0.831
C 1.1080 -2.3318 -0.1217  -0.252
C -5.5936 -0.6878 0.0529  0.282
C -2.7542 2.3386 -0.9862  -0.405
C 1.2144 0.0330 -0.2254  -0.065
H 2.3517 -0.3931 4.6247  0.227
H 4.4646 -7.5943 0.7099  0.230
H -5.9098 1.8886 0.5768  0.241
H 1.3553 2.9082 -0.3164  0.197
H 0.4353 -2.7208 0.6744  0.183
H -6.2930 -0.7031 -1.9332  0.272
H 3.7247 -7.8906 -0.8817  0.240
H 1.2006 0.8202 0.5598  0.175
H 1.9081 -3.0735 -0.3277  0.188
H 3.9499 2.2691 4.4173  0.228
H 2.4323 -0.2169 -2.0799  0.208
H 3.1589 3.0339 3.0178  0.238
H -0.8970 1.8589 0.1548  0.202
H 4.8683 -5.3431 1.7262  0.229
H 0.1535 -0.0814 -0.5586  0.156
H -7.8811 2.5248 -2.3808  0.154
H -0.5848 4.4763 -1.3761  0.203
H -5.5724 3.2630 -0.4912  0.230
H 1.6008 3.8690 -1.7986  0.208
H 3.4708 -1.4635 3.7490  0.242
H 2.0048 1.9843 -3.0519  0.215
H -2.6356 1.4511 -1.6508  0.194
H 4.4618 -3.7815 0.9727  0.247
H -3.0554 3.1782 -1.6474  0.211
H -3.6138 2.7111 0.9598  0.216
H 2.1759 2.1539 4.2121  0.225
H -0.8951 3.0662 -2.4551  0.201
H -1.5500 3.4988 0.4235  0.197
H 5.3255 -7.1203 -0.7855  0.227
H 0.3693 1.2876 -2.5898  0.193
H -4.5370 -0.4724 -1.8682  0.273
H -3.5837 0.9932 0.5122  0.218
H 2.9852 1.0472 -0.9466  0.208
H 0.5459 -2.1649 -1.0640  0.169
H 4.1199 -0.1958 4.8176  0.227
H 5.7429 -4.7934 0.2650  0.229

Cartesian forces, eV/Å:
-0.295 0.102 -0.141
-0.057 0.025 -0.110
0.013 0.019 0.005
-0.809 -0.035 -0.610
0.146 -0.026 -0.006
-0.075 0.020 0.148
-0.283 -0.742 3.512
1.467 1.392 -2.955
0.062 0.018 0.106
-1.015 -2.212 4.636
-0.858 -0.803 -0.199
-0.417 0.398 -0.745
0.457 1.150 -0.447
0.359 0.056 0.843
0.045 -0.039 0.127
0.737 -0.228 0.787
0.214 -0.829 0.291
0.078 0.057 0.153
-0.708 0.030 -0.529
-0.978 0.799 -0.571
0.007 0.311 0.378
0.060 -0.109 0.048
0.548 -0.321 0.151
0.702 1.770 -4.703
0.263 -0.238 0.632
0.194 1.092 -0.400
-0.007 0.005 -0.056
-0.049 0.067 0.008
0.247 0.210 -0.657
-0.234 -0.001 -0.656
0.324 0.140 -0.597
0.657 0.229 0.174
-0.039 0.094 0.001
-0.020 -0.543 -0.294
-0.647 0.265 0.191
0.016 -0.039 -0.043
-0.423 0.369 0.425
0.009 -0.088 -0.055
-0.212 0.383 -0.411
-0.068 -0.038 -0.037
0.618 -0.281 0.211
0.545 -0.429 0.378
-0.082 -0.700 -0.219
0.464 -0.453 0.039
-0.112 -0.597 0.215
-0.028 0.069 -0.093
-0.701 -0.258 0.208
0.078 0.591 0.282
-0.055 -0.034 -0.078
-0.078 -0.430 0.512
-0.239 -0.522 -0.425
-0.003 -0.030 -0.043
0.423 0.285 0.421
0.067 -0.554 -0.297
-0.033 0.039 -0.015
0.645 0.301 -0.013
-0.265 0.195 0.637
-0.441 0.438 -0.187
-0.455 -0.383 -0.366
0.261 -0.016 0.536
0.017 0.048 -0.065
-0.040 0.010 -0.034

Values from the calculation:
Total energy (a.u.): -2237.08773
LUMO (eV): 0.429
Maximum force (eV/A): 5.2
HOMO energy (eV): -8.81
Gap between HOMO and LUMO (eV): 9.24
Charge: 0


# 3
Formula: C18H36N3O12
Source: OMol25
Level of theory: ωB97M-V with the def2-TZVPD basis set

Each line ends with the natural charge from an NBO analysis.
Cartesian coordinates (Å):
O -2.7998 -0.4069 2.9060  -0.501
O -0.5178 -2.7709 -3.2920  -0.488
O -4.1338 1.3941 0.5270  -0.571
O 3.7852 -1.8539 2.8130  -0.716
O 1.2532 -0.9879 -0.7860  -0.499
O -2.1518 1.9911 0.1630  -0.599
O -3.4338 3.3501 1.1790  -0.505
O -2.3198 -2.0079 1.5520  -0.619
O 0.7972 2.9191 -1.9440  -0.707
O -1.7618 -0.3879 5.6610  -0.735
O -4.2878 -1.7259 2.3300  -0.572
O -2.6538 -3.4829 -8.2730  -0.484
N -1.1638 -0.4229 -0.6790  -0.573
N -3.2208 2.3061 0.5880  0.724
N -3.0618 -1.3699 2.2900  0.732
C 5.9772 -2.2829 1.9640  -0.655
C -1.5058 1.0001 5.8760  0.082
C -0.8378 -2.0089 -5.5660  -0.221
C -1.8168 -4.2389 -4.7370  -0.203
C -0.5208 2.1861 -3.7180  -0.633
C -0.9208 -2.9669 -4.3990  0.499
C -0.1698 3.3501 -2.7270  0.092
C -1.3638 -2.1919 -6.8660  -0.230
C -2.2318 -3.2649 -7.1270  0.423
C 0.2342 4.7961 -3.2300  -0.669
C -1.4488 1.4871 7.2080  -0.625
C 0.6432 0.1611 1.1500  -0.726
C 5.3222 -0.1679 3.4730  -0.636
C 0.3252 -0.5519 -0.1750  0.749
C 4.9102 -1.1379 2.3470  0.099
C -0.2248 1.4271 4.9400  -0.626
C -2.2278 -4.4069 -6.1570  -0.235
C -1.5038 -0.9799 -2.0320  -0.416
H -1.6048 -0.0829 -2.8270  0.211
H 4.6652 -0.6169 1.3830  0.168
H -1.4418 -1.0439 -0.0600  0.452
H -0.4738 0.9451 7.6440  0.201
H 0.9222 1.1381 0.8780  0.255
H 0.9212 3.6041 -1.3430  0.468
H 7.0392 -2.0439 1.6500  0.208
H -0.9838 3.6511 -2.0310  0.168
H 3.4102 -2.3709 2.1810  0.466
H -0.0168 0.9891 3.8410  0.220
H -0.2788 2.4641 4.8860  0.187
H 6.3442 0.2731 3.3670  0.205
H 6.2122 -3.0689 2.7820  0.216
H 5.4112 -0.6109 4.4920  0.222
H -0.8038 5.3471 -3.6870  0.210
H 4.7762 0.7321 3.5550  0.221
H -0.1858 1.1761 -3.3920  0.214
H -2.2308 -1.7469 -2.0070  0.234
H -2.2818 1.3161 5.3030  0.181
H -1.7858 -4.9509 -3.9980  0.216
H -0.2008 -1.0729 -5.3690  0.235
H -0.6808 -1.3219 -2.4190  0.231
H -2.4018 1.3811 7.7250  0.227
H 1.3892 -0.4389 1.6410  0.250
H -2.1918 -0.4899 4.8940  0.487
H 5.5602 -2.8599 1.0070  0.201
H 0.5142 5.6901 -2.5500  0.233
H -1.0998 2.5561 7.2350  0.215
H -0.1838 0.4831 1.7000  0.272
H -1.3338 -1.4299 -7.7330  0.254
H -2.7788 -5.3549 -6.3180  0.237
H 1.1692 4.6971 -4.0740  0.191
H -1.6538 2.1491 -3.9400  0.225
H 0.7842 1.2741 5.5040  0.175
H 0.0802 2.4421 -4.5490  0.208
H -1.5518 0.4431 -0.6270  0.477

Cartesian forces, eV/Å:
3.334 3.893 2.502
1.423 -1.252 -0.928
0.618 1.566 -0.339
1.054 2.713 3.303
-1.907 -0.649 -0.729
5.177 -0.152 -2.203
0.195 1.227 -0.072
2.752 -0.601 -1.412
3.455 -3.437 1.066
3.273 -0.403 6.490
0.828 -0.727 -0.113
-0.200 0.749 1.489
4.850 -1.679 -5.058
-5.481 -2.721 2.110
-6.445 -2.522 -1.322
0.608 -1.391 -1.006
2.439 -2.098 -5.784
0.973 1.648 -2.599
1.013 3.095 -6.933
-1.630 1.045 0.732
-3.332 -1.823 -2.244
-3.308 2.486 -0.185
1.334 3.742 3.040
0.235 -4.301 -2.262
-0.735 1.655 -4.081
3.365 0.367 2.708
-1.099 -1.255 -1.522
2.282 -0.509 0.383
1.814 2.482 0.508
1.365 -1.294 -0.411
1.750 -2.289 0.778
-0.190 0.034 6.769
-1.961 5.447 0.255
-0.987 -1.875 2.216
0.263 -0.081 0.909
-3.690 -3.531 4.829
-2.456 0.787 0.005
1.446 1.187 -0.865
0.852 1.466 2.050
-1.269 0.684 0.220
-0.657 -0.817 -0.742
-1.470 -2.243 -3.036
-1.272 0.680 2.745
-0.163 2.080 -0.557
-0.387 -0.715 -0.606
-1.115 1.345 -1.009
-0.589 -0.195 -0.862
2.894 -1.721 0.463
-1.442 0.633 -0.072
-0.122 1.037 0.330
-1.053 -0.160 0.218
-2.497 2.537 -1.185
-0.413 -1.892 1.404
-1.005 -1.499 -0.304
4.357 -1.871 -1.074
0.394 -0.255 0.403
0.186 0.197 0.425
-2.549 -0.442 -4.774
0.659 1.062 2.145
-0.121 -2.289 -0.142
-0.697 -0.818 -0.212
-1.759 -0.695 1.368
0.392 -1.121 1.812
0.411 0.882 -0.586
-2.742 0.516 2.061
1.934 0.170 0.081
-1.611 -0.161 -0.698
0.226 -0.102 -1.602
-1.795 4.172 1.716

Values from the calculation:
Total energy (a.u.): -1774.03453
LUMO (eV): -0.916
Maximum force (eV/A): 7.7
HOMO energy (eV): -4.76
Gap between HOMO and LUMO (eV): 3.85
Charge: -1


Question: LUMO of number 3 (C18H36N3O12)?
Answer: -0.916 eV


Question: Among the records above, which one has the highest LUMO?
Answer: C18H36N2O3S3


Question: Among the records above, which one has the highest gap between HOMO and LUMO?
Answer: C18H36N2O3S3